No. 1
Density functional theory data (the ωB97M-V functional and the def2-TZVPD basis) for the molecule C5H9NO3 at a distorted geometry.

Atoms and positions in Å:
C (1.3417, -1.4621, 0.9613)
C (-0.1287, -1.1449, 0.9942)
N (-0.8506, -0.8202, -0.2445)
C (-0.7405, 0.1926, 0.8059)
C (-0.0277, 1.4423, 0.3297)
O (0.7689, 1.2480, -0.8385)
C (0.1920, 0.7138, -1.9586)
O (0.8705, -0.0026, -2.6724)
O (-0.8381, 1.4005, -2.4399)
H (1.9398, -0.6444, 0.5484)
H (1.6887, -1.6652, 1.9838)
H (1.5132, -2.3617, 0.3557)
H (-0.7035, -1.7925, 1.6609)
H (-1.7679, -1.2396, -0.3571)
H (-1.6459, 0.4135, 1.3748)
H (-0.7823, 2.2138, 0.1104)
H (0.6650, 1.7850, 1.1069)
H (-1.4947, 1.7238, -1.7210)

Calculated values
Gap between HOMO and LUMO in eV: 10.4158
E_tot in hartree: -476.349545
Structure (SMILES): C[C@@H]1N[C@@H]1COC(=O)O
Lowest unoccupied orbital energy in Ha: 0.0153
Energy relative to the best compared isomer or geometry (same formula, charge and spin) in kJ/mol: 248.44

No. 2
Density functional theory data (the ωB97M-V functional and the def2-TZVPD basis) for a cluster of 5 separate species, C5H9NO3 in total at a distorted geometry.

Atoms and positions in Å:
C (2.2665, -0.0098, 0.4930)
C (1.3490, 1.1123, -0.2912)
C (-1.2944, 1.1198, -0.3040)
C (-2.4597, 0.5712, 0.0305)
C (-2.3980, -0.8939, 0.5973)
H (2.0345, -1.7817, 1.2740)
H (3.4815, 0.7734, 0.9879)
H (1.6626, -0.3769, 1.7690)
H (1.3001, 0.9869, -1.3943)
H (1.7407, 2.2298, 0.0822)
H (-1.2423, 1.8776, -1.3202)
H (-3.4784, 0.9656, -0.5660)
H (-3.2938, -1.4806, 1.2162)
H (0.1504, -2.0940, -1.5526)
N (-1.4204, -1.6134, 0.0329)
O (2.3503, -1.3495, -0.4117)
O (-0.1215, 0.8598, 0.2856)
O (-0.6272, -0.8965, -0.9286)

Calculated values
Gap between HOMO and LUMO in eV: 6.5103
E_tot in hartree: -475.747163
Lowest unoccupied orbital energy in Ha: -0.0716
Energy relative to the best compared isomer or geometry (same formula, charge and spin) in kJ/mol: 1829.99

No. 3
Density functional theory data (the ωB97M-V functional and the def2-TZVPD basis) for a structure of composition C5H9NO3 at a distorted geometry.

Atoms and positions in Å:
C (0.9820, -1.6707, -0.1883)
C (-1.3838, -0.4230, 0.6895)
C (0.2088, 0.7832, 1.7755)
C (0.3074, -0.4072, -0.3654)
C (0.0246, -0.0943, -1.8285)
N (0.8672, 0.6155, 0.4838)
O (2.3551, -1.5597, -0.1115)
O (0.5847, -2.7816, -0.1023)
O (-1.1512, 0.6587, 1.4406)
H (-2.3048, -0.1346, 0.0487)
H (-1.4399, -1.5017, 1.2425)
H (0.4619, -0.0661, 2.4418)
H (0.3920, 1.7098, 2.2317)
H (-0.8371, 0.5282, -1.8486)
H (-0.1118, -0.9180, -2.5082)
H (0.8798, 0.5619, -2.1645)
H (0.8020, 1.5504, -0.1433)
H (2.6551, -0.6483, -0.3049)

Calculated values
Gap between HOMO and LUMO in eV: 10.0053
E_tot in hartree: -476.318838
Lowest unoccupied orbital energy in Ha: 0.0253
Energy relative to the best compared isomer or geometry (same formula, charge and spin) in kJ/mol: 329.06

No. 4
Density functional theory data (the ωB97M-V functional and the def2-TZVPD basis) for a structure of composition C5H9NO3 at a distorted geometry.

Atoms and positions in Å:
C (-1.8476, 0.3815, -0.1294)
C (-1.0573, -0.8209, -0.2511)
C (0.0539, -0.9691, 0.8147)
C (1.4270, -1.0510, 0.1423)
C (2.3274, 0.0948, -0.1600)
H (-1.6748, 2.2706, 0.3377)
H (-1.0411, 1.8660, -1.1809)
H (-2.4154, 0.5667, 0.9195)
H (-2.7009, 0.4954, -0.7417)
H (-0.2984, -1.7660, 1.1602)
H (0.1329, -0.1891, 1.2165)
H (1.5220, -1.6442, -0.5500)
H (2.2957, -1.6683, 0.8035)
H (0.4243, 1.1028, -0.1425)
N (-1.0854, 1.6566, -0.1917)
O (-1.0659, -1.6477, -1.1582)
O (1.6409, 1.2862, -0.3052)
O (3.3627, 0.0356, -0.5837)

Calculated values
Gap between HOMO and LUMO in eV: 9.6609
E_tot in hartree: -476.204125
Lowest unoccupied orbital energy in Ha: -0.0067
Energy relative to the best compared isomer or geometry (same formula, charge and spin) in kJ/mol: 630.24

No. 5
Density functional theory data (the ωB97M-V functional and the def2-TZVPD basis) for the ion C5H9NO3P with charge -1 at a distorted geometry.

Atoms and positions in Å:
N (-2.8129, -0.9928, -1.1880)
P (-2.9112, 0.0526, 0.0442)
O (-3.9611, 1.0374, 0.2905)
O (-2.5904, -0.7129, 1.4404)
O (-1.4876, 0.8506, 0.0754)
C (-0.5134, 0.1661, -0.7786)
C (0.0406, -1.0121, 0.0510)
C (1.1863, -0.5830, 0.5876)
C (1.4972, 0.8475, 0.1772)
C (0.6245, 1.1446, -1.0591)
H (-3.7596, -1.1678, -1.4829)
H (-1.9069, -1.3959, 1.2101)
H (-1.1341, -0.2802, -1.6552)
H (-0.4066, -1.9000, 0.2154)
H (1.9030, -1.0805, 1.2651)
H (1.1760, 1.5831, 0.9829)
H (2.5743, 0.9743, 0.0134)
H (0.2286, 2.2125, -0.9479)
H (1.1899, 0.7810, -1.9330)

Calculated values
Total charge: -1
Gap between HOMO and LUMO in eV: 7.7648
E_tot in hartree: -817.843661
Structure (SMILES): N=[P@@]([O-])(O)O[C@@H]1C=CCC1
Lowest unoccupied orbital energy in Ha: 0.1342
Energy relative to the best compared isomer or geometry (same formula, charge and spin) in kJ/mol: 98.64

No. 6
Density functional theory data (the ωB97M-V functional and the def2-TZVPD basis) for a cluster of 2 separate species, C5H9NO3S in total.

Atoms and positions in Å:
C (0.3487, 0.1132, 1.0561)
C (1.3278, -0.5624, 0.4545)
C (-0.4138, -0.4055, -0.9970)
C (0.2166, 0.6965, 2.4139)
C (1.8598, -0.6681, -1.9177)
N (0.9325, -0.9537, -0.8437)
O (-3.5590, 1.4834, -1.0172)
O (-4.0491, -0.0910, 0.7731)
O (-0.7575, 0.2601, 0.2084)
S (-3.4389, 1.1472, 0.3756)
H (-0.4769, 0.3083, -1.8344)
H (-1.1330, -1.2193, -1.1687)
H (-0.0637, 1.7469, 2.3413)
H (1.1616, 0.6126, 2.9425)
H (-0.5590, 0.1797, 2.9788)
H (1.4838, -1.1151, -2.8374)
H (2.0042, 0.4099, -2.0797)
H (2.8193, -1.1209, -1.6735)
H (2.2967, -0.8219, 0.8251)

Calculated values
Gap between HOMO and LUMO in eV: 6.9940
E_tot in hartree: -874.532840
Lowest unoccupied orbital energy in Ha: -0.0213
Energy relative to the best compared isomer or geometry (same formula, charge and spin) in kJ/mol: 196.41

No. 7
Density functional theory data (the ωB97M-V functional and the def2-TZVPD basis) for the molecule C5H9NO4 at a distorted geometry.

Atoms and positions in Å:
N (0.3668, -0.3278, 2.2711)
C (0.2211, 0.3740, 0.9891)
C (0.5336, -0.5423, -0.0279)
C (0.8503, 0.3289, -1.3437)
C (0.3651, -0.4455, -2.4558)
O (1.0596, -0.6775, -3.5410)
O (-0.9563, -0.6973, -2.4397)
C (-1.2856, 0.9047, 0.9296)
O (-2.0149, 0.9291, -0.0316)
O (-1.9341, 1.1018, 2.1371)
H (-0.1376, -1.2807, 2.2231)
H (1.3449, -0.7802, 2.5504)
H (0.9367, 1.2875, 0.9778)
H (-0.4066, -1.0586, -0.3848)
H (1.4752, -1.1654, 0.0905)
H (0.4656, 1.3506, -1.5479)
H (1.8311, 0.2015, -1.5626)
H (-1.4711, -0.3728, -1.6788)
H (-1.2436, 0.8700, 2.8452)

Calculated values
Gap between HOMO and LUMO in eV: 10.2891
E_tot in hartree: -551.582752
Structure (SMILES): N[C@@H](CCC(=O)O)C(=O)O
Lowest unoccupied orbital energy in Ha: 0.0104
Energy relative to the best compared isomer or geometry (same formula, charge and spin) in kJ/mol: 281.05

No. 8
Density functional theory data (the ωB97M-V functional and the def2-TZVPD basis) for a cluster of 2 separate species, C5H9NO5 in total at a distorted geometry.

Atoms and positions in Å:
C (-1.9513, 2.3453, 0.8508)
C (-1.4586, 1.2073, 0.0488)
O (-1.1573, 1.3196, -1.1561)
O (-1.4640, 0.0698, 0.7901)
C (-0.7898, -0.9916, 0.0379)
C (-0.4404, -2.1112, 1.0624)
C (-1.6081, -1.5689, -1.1070)
O (0.3185, -0.3654, -0.3929)
O (1.4916, -1.6484, -1.0404)
N (2.1526, -1.1388, -1.9712)
O (2.8445, -1.8961, -2.7036)
H (-2.2413, 2.0372, 1.8486)
H (-1.1232, 3.0555, 0.8979)
H (-2.7946, 2.8007, 0.3390)
H (0.2651, -1.6916, 1.7997)
H (-1.3219, -2.4757, 1.5945)
H (0.0249, -2.9767, 0.5646)
H (-1.6891, -0.7938, -1.8798)
H (-1.1284, -2.4353, -1.5357)
H (-2.5914, -1.8417, -0.7421)

Calculated values
Gap between HOMO and LUMO (alpha / beta) in eV: 8.4835 / 7.7522
E_tot in hartree: -626.633401
Lowest unoccupied orbital energy (alpha / beta) in Ha: -0.0677 / -0.0899
Energy relative to the best compared isomer or geometry (same formula, charge and spin) in kJ/mol: 616.20

No. 9
Density functional theory data (the ωB97M-V functional and the def2-TZVPD basis) for the ion C5H9NO7S2 with charge -2 at a distorted geometry.

Atoms and positions in Å:
C (-1.3056, -0.1555, -1.5665)
C (1.3000, 1.3248, -0.4691)
C (1.2021, -0.2010, 1.4593)
C (1.3957, -1.0460, -0.8334)
C (-0.9222, -0.0649, -0.1416)
N (0.8374, -0.0098, 0.0693)
O (-2.5154, -0.5112, -1.7161)
O (-1.2226, -1.5708, 2.0810)
O (-3.1272, 0.7855, 0.7699)
O (-0.4946, 0.0619, -2.5041)
O (-0.9967, -2.6772, -0.1548)
O (-1.6972, 2.5737, -0.1756)
O (-1.0586, 1.4968, 1.8975)
S (-1.7668, -1.6558, 0.6499)
S (-1.7932, 1.3139, 0.6257)
H (1.1703, 1.3509, -1.5953)
H (0.6852, 2.1470, 0.0998)
H (2.4165, 1.5939, -0.3441)
H (2.1430, -0.6014, 1.2586)
H (0.9658, 0.8189, 1.8540)
H (0.3611, -0.7656, 1.9652)
H (0.5431, -1.8741, -0.9406)
H (1.6063, -0.8020, -1.8705)
H (2.2738, -1.5321, -0.4186)

Calculated values
Total charge: -2
Gap between HOMO and LUMO in eV: 6.6100
E_tot in hartree: -1573.650337
Lowest unoccupied orbital energy in Ha: 0.2117
Energy relative to the best compared isomer or geometry (same formula, charge and spin) in kJ/mol: 206.74

No. 10
Density functional theory data (the ωB97M-V functional and the def2-TZVPD basis) for a structure of composition C5H9NOS at a distorted geometry.

Atoms and positions in Å:
C (-0.5867, 0.5297, -0.7523)
C (0.2199, 1.0382, 0.4198)
C (1.6234, 0.4494, 0.3354)
C (0.5337, -1.5999, -0.0029)
C (-0.6951, -0.7182, 0.1520)
H (-2.5527, 0.7231, -1.9630)
H (-0.1223, 0.4753, -1.7507)
H (0.2569, 2.1132, 0.6049)
H (2.3078, 1.0622, -0.2633)
H (2.0546, 0.3479, 1.3338)
H (0.6873, -2.2101, 0.9298)
H (0.4184, -2.3485, -0.8043)
H (-1.6202, -1.3052, 0.0639)
H (-1.5124, 0.6560, 1.5506)
N (-0.5696, 0.1764, 1.3538)
O (1.6967, -0.8445, -0.2756)
S (-2.1397, 1.4551, -0.9320)

Calculated values
Gap between HOMO and LUMO in eV: 10.0086
E_tot in hartree: -724.036609
Lowest unoccupied orbital energy in Ha: 0.0285
Energy relative to the best compared isomer or geometry (same formula, charge and spin) in kJ/mol: 218.42

No. 11
Density functional theory data (the ωB97M-V functional and the def2-TZVPD basis) for the molecule C5H9NOS at a distorted geometry.

Atoms and positions in Å:
C (-0.6690, -1.1738, -1.7776)
C (0.2393, -0.2808, -0.9955)
N (1.4463, -0.0850, -1.3403)
O (2.0640, 0.7733, -0.4323)
C (1.0457, 1.3937, 0.3566)
C (-0.1121, 0.3923, 0.3172)
C (-0.0300, -0.6323, 1.4616)
S (-1.7539, 1.1654, 0.2384)
H (-1.5254, -0.6353, -2.1852)
H (-0.1072, -1.6052, -2.5760)
H (-1.0695, -1.9766, -1.1345)
H (0.7537, 2.3622, -0.1079)
H (1.4438, 1.5751, 1.3886)
H (-0.7364, -1.4758, 1.3147)
H (1.0164, -1.0853, 1.5057)
H (-0.1971, -0.1782, 2.4088)
H (-1.8086, 1.4664, 1.5577)

Calculated values
Gap between HOMO and LUMO in eV: 10.0079
E_tot in hartree: -724.040481
Structure (SMILES): CC1=NOC[C@@]1(C)S
Lowest unoccupied orbital energy in Ha: 0.0230
Energy relative to the best compared isomer or geometry (same formula, charge and spin) in kJ/mol: 208.25

No. 12
Density functional theory data (the ωB97M-V functional and the def2-TZVPD basis) for the molecule C5H9NOS at a distorted geometry.

Atoms and positions in Å:
N (0.9717, 0.6293, -1.3951)
C (0.8417, 0.7466, 0.0020)
C (0.7015, -0.5062, 0.7945)
C (0.4749, -1.7828, 0.0060)
S (-1.2137, -1.7885, -0.6606)
C (-1.5850, -0.0608, -0.2950)
C (-0.4901, 0.4550, 0.6515)
O (-0.8864, 1.1825, 1.7766)
H (1.9203, 0.8559, -1.6454)
H (0.4419, 1.3946, -1.8082)
H (1.3251, 1.5368, 0.5676)
H (1.1547, -0.6383, 1.7917)
H (1.1455, -1.8624, -0.8499)
H (0.6165, -2.6408, 0.6494)
H (-2.5666, 0.0145, 0.1241)
H (-1.5731, 0.4894, -1.2059)
H (-1.2787, 1.9752, 1.4967)

Calculated values
Gap between HOMO and LUMO in eV: 8.8543
E_tot in hartree: -724.056974
Structure (SMILES): N[C@@H]1[C@@H]2CSC[C@]12O
Lowest unoccupied orbital energy in Ha: 0.0242
Energy relative to the best compared isomer or geometry (same formula, charge and spin) in kJ/mol: 164.95

No. 13
Density functional theory data (the ωB97M-V functional and the def2-TZVPD basis) for the molecule C5H9NOS at a distorted geometry.

Atoms and positions in Å:
C (-2.0438, 0.1364, -0.5225)
C (-0.8138, -0.4198, 0.1808)
N (-0.1586, -1.5446, -0.4916)
C (1.0641, -0.9401, -0.6416)
O (2.1061, -1.2613, -1.1330)
C (0.5464, 0.3283, 0.0822)
C (1.2554, 0.5986, 1.4031)
S (0.5456, 1.7939, -1.0140)
H (-2.8598, -0.5894, -0.4746)
H (-2.3507, 1.0661, -0.0311)
H (-1.8281, 0.3067, -1.5876)
H (-1.0655, -0.6447, 1.1908)
H (-0.4980, -2.4618, -0.7860)
H (2.3033, 0.8616, 1.2305)
H (1.2058, -0.3031, 2.0256)
H (0.7776, 1.4486, 1.9810)
H (1.8138, 1.6245, -1.4120)

Calculated values
Gap between HOMO and LUMO in eV: 9.9206
E_tot in hartree: -724.098487
Structure (SMILES): C[C@H]1NC(=O)[C@@]1(C)S
Lowest unoccupied orbital energy in Ha: 0.0277
Energy relative to the best compared isomer or geometry (same formula, charge and spin) in kJ/mol: 55.95

No. 14
Density functional theory data (the ωB97M-V functional and the def2-TZVPD basis) for the molecule C5H9NOS.

Atoms and positions in Å:
N (-1.0337, 2.4684, 0.3419)
C (-0.1298, 1.9679, -0.1509)
C (0.9820, 1.2723, -0.7331)
C (1.4295, 0.0648, 0.1118)
C (0.6523, -1.2321, -0.1366)
C (-0.7102, -1.3556, 0.5447)
S (-2.1395, -0.9320, -0.5367)
O (-2.9557, 0.1114, 0.4396)
H (0.7114, 0.9438, -1.7401)
H (1.8033, 1.9910, -0.8164)
H (2.4724, -0.1330, -0.1434)
H (1.3931, 0.3268, 1.1715)
H (0.5307, -1.3840, -1.2120)
H (1.2768, -2.0508, 0.2330)
H (-0.8675, -2.3813, 0.8763)
H (-0.8025, -0.6934, 1.4035)
H (-2.6126, 1.0157, 0.3468)

Calculated values
Gap between HOMO and LUMO in eV: 9.3063
E_tot in hartree: -724.071279
Structure (SMILES): N#CCCCCSO
Lowest unoccupied orbital energy in Ha: 0.0265
Energy relative to the best compared isomer or geometry (same formula, charge and spin) in kJ/mol: 127.39